[1]
{"formula": "C24H48O24", "method": "ωB97M-V with the def2-TZVPD basis set", "symbols": ["C", "O", "C", "O", "O", "C", "H", "H", "H", "H", "H", "H", "C", "O", "C", "O", "O", "C", "H", "H", "H", "H", "H", "H", "C", "O", "C", "O", "O", "C", "H", "H", "H", "H", "H", "H", "C", "O", "C", "O", "O", "C", "H", "H", "H", "H", "H", "H", "C", "O", "C", "O", "O", "C", "H", "H", "H", "H", "H", "H", "C", "O", "C", "O", "O", "C", "H", "H", "H", "H", "H", "H", "C", "O", "C", "O", "O", "C", "H", "H", "H", "H", "H", "H", "C", "O", "C", "O", "O", "C", "H", "H", "H", "H", "H", "H"], "xyz": [[-3.354288, 3.620366, -5.926137], [-3.351792, 2.672411, -4.900104], [-2.419509, 1.757368, -4.945138], [-1.261301, 2.029936, -5.775261], [-2.661640, 0.733575, -4.167643], [-1.872973, -0.351983, -4.271703], [-2.601581, 4.382885, -5.743619], [-4.368993, 3.933703, -5.869037], [-3.121321, 3.173406, -6.813440], [-1.949436, -0.922575, -5.151461], [-2.266354, -1.101372, -3.497786], [-0.769610, -0.094638, -3.989859], [1.428481, -0.708702, -2.158367], [0.479762, -1.745076, -1.823243], [0.741575, -2.431748, -0.713497], [2.008730, -2.872417, -0.260254], [-0.388319, -2.685782, -0.074661], [-0.435368, -3.381742, 1.171626], [2.286072, -1.251570, -2.561339], [1.602442, -0.071667, -1.226372], [1.053393, -0.102766, -2.905118], [-1.437178, -3.457607, 1.455001], [0.115246, -2.945137, 1.920138], [-0.026906, -4.332057, 1.095207], [5.127399, -0.840780, 3.028054], [3.920149, -1.524500, 2.753089], [3.407850, -2.415299, 3.635303], [4.220358, -2.893870, 4.761703], [2.077715, -2.832915, 3.521973], [1.400343, -3.434359, 4.652416], [6.009651, -1.448565, 3.139800], [5.118821, -0.355980, 4.002738], [5.453237, -0.146401, 2.204348], [1.988322, -4.262637, 4.987247], [0.436202, -3.847416, 4.296987], [1.250326, -2.802641, 5.482011], [-1.374073, 4.247511, -2.001791], [-0.658887, 3.975895, -3.258750], [0.210531, 2.944978, -3.190602], [0.361871, 2.170189, -2.001704], [0.992902, 2.867055, -4.206079], [1.686665, 1.720470, -4.535488], [-1.853652, 3.397639, -1.445721], [-1.997887, 5.156138, -2.026949], [-0.670809, 4.540652, -1.221113], [2.318674, 1.960529, -5.448218], [1.114187, 0.892096, -4.812312], [2.375479, 1.425387, -3.755109], [4.980553, -0.211485, -0.629278], [4.263572, 0.752431, -1.230800], [3.830814, 1.885967, -0.596989], [4.279734, 2.127875, 0.745447], [3.177692, 2.758474, -1.349625], [2.709318, 3.981158, -0.784632], [6.039314, -0.015119, -0.554929], [4.807170, -1.244253, -1.102613], [4.659884, -0.320211, 0.411489], [1.698611, 4.067591, -1.101652], [3.203354, 4.819325, -1.340794], [2.916712, 4.167469, 0.319350], [-0.127012, 4.235732, 1.925246], [0.620414, 3.235332, 1.191309], [0.750222, 1.966179, 1.695382], [0.280165, 1.647199, 3.032359], [1.452494, 1.173417, 1.025829], [1.963284, -0.071710, 1.535666], [-0.319005, 3.963786, 2.962208], [-1.026930, 4.418227, 1.415748], [0.521924, 5.126378, 1.913839], [2.484766, -0.684894, 0.828220], [1.196261, -0.593265, 1.990989], [2.633030, 0.234764, 2.299000], [-1.364593, -0.790904, 3.933207], [-2.727262, -1.267743, 3.742095], [-3.154430, -2.561097, 3.922418], [-2.226002, -3.745781, 4.086792], [-4.484632, -2.742030, 3.839288], [-5.175211, -3.983965, 3.911933], [-0.708385, -1.634482, 4.273006], [-1.316379, -0.055481, 4.708177], [-1.060475, -0.406837, 3.012055], [-4.721390, -4.719292, 3.176834], [-6.226448, -3.889830, 3.691779], [-4.963172, -4.601984, 4.824714], [-4.706646, -3.486942, 0.221843], [-3.759429, -2.469586, 0.678915], [-3.251805, -1.606852, -0.193525], [-3.423151, -1.772043, -1.591859], [-2.563729, -0.590834, 0.343154], [-1.807179, 0.210780, -0.539787], [-5.516776, -2.998893, -0.323666], [-5.369652, -4.027872, 0.921866], [-4.282532, -4.116998, -0.552392], [-1.347974, 0.898976, 0.130093], [-2.214760, 0.942996, -1.229940], [-0.968841, -0.343661, -1.017535]], "forces_ev_per_angstrom": [[0.0, 1.5, 1.6], [0.2, -2.1, 1.5], [6.2, 2.5, -4.6], [-6.5, -2.6, 5.0], [-1.7, 3.1, -0.8], [3.3, -3.4, 3.5], [-0.2, 0.3, 0.1], [-0.6, 1.0, -0.4], [0.5, -1.2, -2.5], [0.1, 0.0, -1.8], [0.7, 1.3, -0.7], [-2.0, -0.6, -0.7], [1.6, -1.2, 2.4], [-0.2, -0.2, 0.9], [6.0, -2.7, 2.8], [-7.5, 3.0, -2.8], [0.5, 0.5, -0.8], [0.1, -0.1, -1.3], [0.4, 0.5, 0.5], [0.1, -0.9, -1.5], [-1.3, 0.9, -1.2], [-1.6, 0.1, 0.3], [1.3, 1.7, 1.6], [0.7, -2.0, -0.6], [2.0, 0.8, 0.5], [-2.3, -2.1, 0.5], [3.7, -2.8, 7.3], [-5.1, 3.1, -7.1], [2.9, 2.3, -1.0], [0.2, -1.6, -1.0], [-0.1, -1.2, -0.1], [-0.6, 0.4, -0.2], [-1.4, -0.5, 0.8], [0.5, -0.5, 0.3], [0.5, 0.6, -0.1], [0.0, 1.3, 0.6], [0.6, 0.1, 1.7], [0.1, -1.1, 1.0], [0.2, -3.0, 7.4], [-1.3, 4.1, -7.0], [-1.4, 1.6, -0.4], [3.3, 0.0, -1.2], [0.1, 0.4, -1.6], [-0.1, -0.8, -1.1], [0.7, -0.1, -0.3], [-0.9, 0.0, 1.1], [-1.5, -0.9, -0.3], [0.1, 0.1, 0.4], [0.7, -3.6, 2.4], [-3.2, 4.4, -2.1], [4.1, 0.8, 7.1], [-3.0, -1.4, -7.9], [1.2, -2.3, 0.8], [1.4, 2.1, 0.5], [0.4, 0.3, -0.4], [0.1, 1.8, 0.3], [-0.1, -0.1, -0.2], [-1.0, -0.3, 0.4], [0.1, -0.8, 0.4], [-0.4, -1.0, -1.5], [1.8, -0.2, 0.8], [0.0, -2.5, 0.4], [-3.0, 1.0, 9.1], [2.3, 1.8, -7.7], [0.4, -0.1, -2.9], [0.6, 1.4, 0.8], [0.1, -0.4, -0.2], [-1.2, 0.2, -0.7], [-0.4, -0.3, -0.1], [-0.1, 0.3, -0.9], [-1.7, -1.2, 0.8], [0.6, 0.1, 0.6], [0.3, -2.9, 1.3], [-2.4, -2.8, 0.7], [5.1, -5.2, 0.2], [-5.5, 7.1, -0.9], [1.6, 2.0, 0.2], [2.5, -3.2, -0.4], [-0.6, 0.6, -0.6], [-0.5, 0.6, 0.3], [0.5, 0.7, -1.3], [-0.5, 1.1, 0.3], [-0.1, 0.7, 0.2], [-0.4, 1.3, -0.2], [-1.3, 0.9, -1.9], [-0.1, 0.2, 0.6], [-1.0, -1.0, -8.0], [1.0, 1.1, 8.3], [-1.9, -2.0, -0.4], [2.4, 0.6, -0.3], [0.3, 0.6, -0.3], [1.7, 0.4, 0.9], [0.5, -0.3, 0.4], [0.7, 0.4, 0.9], [-1.3, -0.9, -0.4], [-1.1, 0.2, 0.2]], "charge": 0, "de_lowest_kcal_mol": 374.4, "e_lumo_ev": 0.44, "smiles": "COC(=O)OC.COC(=O)OC.COC(=O)OC.COC(=O)OC.COC(=O)OC.COC(=O)OC.COC(=O)OC.COC(=O)OC", "molar_mass_g_mol": 720.62, "spin_multiplicity": 1, "e_tot_ha": -2748.50063, "homo_energy_ev": -9.83}

[2]
{"formula": "C15H11AsF5N3O9Se2Te2Ti", "method": "ωB97M-V with the def2-TZVPD basis set", "symbols": ["Ti", "Se", "Te", "Te", "Se", "C", "As", "C", "C", "O", "H", "H", "H", "H", "H", "H", "H", "H", "H", "O", "N", "O", "C", "C", "C", "C", "O", "C", "C", "N", "O", "O", "N", "O", "O", "H", "H", "F", "C", "C", "F", "C", "F", "C", "O", "C", "F", "C", "F"], "xyz": [[0.100315, 0.303575, 0.277492], [0.312797, 1.850696, 2.219228], [1.104367, 3.854631, 0.971017], [-0.563437, 3.647225, -1.242320], [-1.828318, 1.591492, -0.609757], [0.284134, -3.522588, -2.453788], [0.779116, -2.437775, -0.895200], [2.714775, -2.595101, -1.010620], [-0.004696, -3.504276, 0.522609], [0.116219, -0.973575, -1.301666], [0.737600, -4.513370, -2.424633], [0.595543, -3.002187, -3.359289], [-0.802311, -3.613648, -2.472385], [2.963780, -3.655528, -0.955926], [3.195686, -2.054899, -0.200027], [3.017649, -2.193815, -1.979459], [0.030794, -4.543511, 0.196788], [-1.039079, -3.178844, 0.640660], [0.536321, -3.390121, 1.459672], [-1.568121, -2.495489, 7.191766], [-0.544939, -2.349483, 6.535804], [0.560965, -2.492745, 7.028703], [-0.644860, -1.973685, 5.153549], [0.514652, -1.816459, 4.396033], [0.420291, -1.415734, 3.047200], [-0.875715, -1.174807, 2.464351], [-0.992035, -0.680579, 1.254000], [-2.006430, -1.520536, 3.237455], [-1.903304, -1.850491, 4.590798], [-3.295985, -1.609088, 2.617131], [-3.368530, -1.830267, 1.415838], [-4.290621, -1.507294, 3.322480], [1.530841, -1.399305, 2.290470], [1.494115, -0.909867, 1.008850], [2.635464, -1.975523, 2.662045], [1.486415, -1.992490, 4.824149], [-2.790733, -2.059869, 5.163406], [5.065096, 0.428202, -4.608594], [4.151044, 0.612311, -3.636229], [4.544938, 0.658336, -2.310416], [5.845793, 0.521086, -2.012949], [3.604239, 0.838315, -1.318801], [3.976443, 0.867375, -0.043999], [2.234355, 1.005108, -1.605927], [1.383654, 1.256619, -0.657509], [1.871590, 0.940353, -2.966662], [0.592632, 1.063391, -3.296749], [2.811332, 0.739597, -3.956780], [2.441561, 0.659906, -5.245708]], "forces_ev_per_angstrom": [[1.2, 0.4, -0.8], [0.2, 0.7, 0.5], [0.0, 0.2, 0.3], [-0.3, 0.3, -0.1], [-0.7, 0.7, -0.4], [-0.1, 0.3, 0.1], [1.0, -1.8, -0.2], [-0.2, 0.1, 0.1], [0.1, 0.2, -0.1], [-0.3, 0.4, 0.0], [0.0, 0.0, 0.1], [0.0, 0.0, 0.0], [0.0, 0.0, 0.0], [0.0, 0.0, 0.0], [-0.1, 0.0, 0.1], [0.0, 0.0, 0.0], [0.0, 0.0, -0.1], [0.0, 0.0, 0.0], [0.1, 0.1, -0.1], [-0.2, 0.0, -0.1], [0.1, -0.1, 0.9], [0.2, 0.0, -0.1], [0.0, 0.3, -1.6], [-0.2, -0.3, 0.8], [0.8, 0.1, -1.1], [-1.1, -0.5, 1.1], [-1.7, -1.5, 1.5], [1.5, 0.3, -0.3], [-0.4, -0.3, 0.7], [-0.7, 0.1, -0.4], [0.2, 0.0, 0.1], [0.0, 0.0, 0.2], [-0.8, -0.1, 0.6], [-0.1, 0.0, -0.4], [0.2, 0.1, -0.1], [0.0, 0.0, -0.1], [0.0, 0.0, 0.0], [0.1, 0.0, -0.1], [0.0, -0.1, 0.0], [-0.1, 0.0, -0.2], [0.1, 0.0, 0.1], [-0.6, 0.1, 0.1], [0.3, 0.0, 0.1], [0.6, 0.2, -0.4], [1.1, 0.2, -0.9], [0.0, 0.0, 0.6], [-0.1, 0.0, -0.3], [0.2, 0.0, 0.0], [-0.1, 0.0, -0.1]], "charge": -2, "de_lowest_kcal_mol": 40.5, "e_lumo_ev": [3.90, 3.90], "molar_mass_g_mol": 1008.16, "spin_multiplicity": 1, "e_tot_ha": -10343.02954, "homo_energy_ev": [-0.45, -0.44]}

[3]
{"formula": "C26H34BrF5N2PtSeSi3", "method": "ωB97M-V with the def2-TZVPD basis set", "symbols": ["Pt", "C", "C", "C", "C", "C", "Br", "N", "C", "H", "H", "H", "H", "H", "H", "C", "Si", "C", "C", "C", "Si", "C", "C", "C", "Si", "C", "C", "C", "C", "C", "C", "C", "N", "H", "H", "H", "H", "H", "H", "H", "H", "H", "H", "H", "H", "H", "H", "H", "H", "H", "H", "H", "H", "H", "H", "H", "H", "H", "H", "H", "H", "F", "C", "C", "F", "C", "F", "C", "Se", "C", "F", "C", "F"], "xyz": [[1.090812, 0.177396, -0.313378], [0.782212, 0.689696, 5.045422], [1.747812, 0.674996, 3.905522], [3.093412, 0.368196, 4.086722], [3.956612, 0.406996, 3.005022], [3.431712, 0.755696, 1.774122], [4.578712, 0.943196, 0.278222], [2.146712, 1.014896, 1.568522], [1.326412, 0.969096, 2.617922], [1.296912, 0.855196, 5.988522], [0.271412, -0.270604, 5.100122], [0.035412, 1.469396, 4.910522], [3.466912, 0.124396, 5.068922], [5.006812, 0.197696, 3.125722], [0.293412, 1.199496, 2.405422], [0.385312, -0.757404, -3.330278], [-0.989888, 0.381696, -2.653978], [-2.696788, -0.124804, -3.351478], [-0.569488, 2.064696, -3.478378], [-1.062488, 0.370696, -0.730678], [-1.790288, -1.153104, 0.143622], [-0.929488, -1.496604, 1.822422], [-3.631988, -0.838704, 0.548622], [-1.653488, -2.779704, -0.847878], [-1.558888, 2.047796, -0.026378], [-3.130288, 2.782496, -0.822978], [-1.881988, 2.319896, 1.853222], [-0.033288, 3.129896, -0.456278], [-0.037688, 4.518596, -0.423178], [1.099812, 5.225596, -0.771778], [2.219612, 4.514196, -1.172978], [2.151912, 3.129796, -1.184478], [1.064612, 2.466996, -0.820978], [0.528712, -0.593604, -4.393378], [0.162112, -1.807104, -3.191278], [1.337312, -0.540404, -2.839978], [-2.673288, -0.135504, -4.436578], [-3.471988, 0.568396, -3.042878], [-2.990988, -1.112504, -3.018478], [-0.840288, 2.035096, -4.530878], [0.495612, 2.266396, -3.428178], [-1.081988, 2.909696, -3.031778], [-1.205688, -0.773304, 2.582222], [0.154112, -1.483804, 1.725722], [-1.212688, -2.476104, 2.196522], [-3.749988, 0.044196, 1.168022], [-4.062688, -1.676804, 1.087722], [-4.220488, -0.688604, -0.349878], [-0.680888, -2.885304, -1.312978], [-2.396188, -2.835004, -1.634078], [-1.794388, -3.639104, -0.199578], [-4.008988, 2.254096, -0.467278], [-3.122688, 2.702396, -1.902278], [-3.257888, 3.830896, -0.568678], [-2.019288, 1.387196, 2.390322], [-2.794288, 2.895696, 1.986122], [-1.083988, 2.874896, 2.337622], [-0.937188, 5.036796, -0.125678], [1.111012, 6.305896, -0.736978], [3.124012, 5.018596, -1.473278], [3.001512, 2.539396, -1.502378], [0.709512, -7.435104, -0.711878], [1.071312, -6.150104, -0.617678], [1.168912, -5.540704, 0.630822], [0.888212, -6.238304, 1.738922], [1.576612, -4.220104, 0.718022], [1.687212, -3.634504, 1.920322], [1.895212, -3.471904, -0.412578], [2.666112, -1.768604, -0.282878], [1.787412, -4.106704, -1.648178], [2.106612, -3.414204, -2.750178], [1.372712, -5.421504, -1.764978], [1.281112, -5.998504, -2.971078]], "forces_ev_per_angstrom": [[0.2, 2.3, -0.3], [-0.1, -0.1, 0.0], [0.2, 0.1, 0.0], [-0.2, 0.1, -0.4], [0.0, 0.1, 0.1], [-0.1, 0.2, 0.0], [0.2, 0.0, 0.2], [0.9, -0.5, 0.0], [0.2, 0.1, 0.2], [0.0, 0.0, 0.1], [-0.1, 0.0, 0.1], [-0.1, 0.0, 0.0], [0.1, -0.1, 0.1], [0.1, 0.0, -0.1], [-0.1, -0.1, 0.0], [-0.5, 0.4, 0.2], [0.0, -0.2, -0.2], [0.7, 0.2, 0.2], [-0.2, -0.4, 0.5], [0.4, -0.7, -0.3], [0.0, -0.1, 0.1], [-0.2, 0.2, -0.6], [0.6, -0.2, -0.2], [0.0, 0.7, 0.2], [-0.1, 0.0, 0.0], [0.6, -0.3, 0.1], [0.1, -0.3, -0.5], [-0.9, 0.1, 0.2], [0.1, 0.1, 0.0], [0.0, -0.1, 0.0], [-0.2, -0.1, 0.0], [0.6, 0.1, -0.2], [-0.4, -1.3, 0.5], [-0.1, 0.1, -0.3], [0.0, -0.3, 0.1], [-0.1, -0.1, 0.0], [0.0, 0.0, -0.3], [-0.2, 0.2, 0.1], [0.0, -0.3, 0.1], [-0.1, -0.1, -0.1], [0.2, 0.0, 0.0], [-0.1, 0.2, 0.0], [-0.1, 0.2, 0.2], [0.1, -0.1, 0.0], [-0.1, -0.2, 0.0], [0.0, 0.2, 0.2], [-0.1, -0.2, 0.1], [-0.1, 0.0, -0.3], [0.3, 0.0, -0.1], [-0.2, 0.0, -0.2], [-0.1, -0.1, 0.2], [-0.2, -0.2, 0.2], [0.0, 0.0, -0.3], [0.0, 0.2, 0.1], [0.0, -0.2, 0.1], [-0.2, 0.1, -0.1], [0.2, 0.1, 0.0], [-0.1, 0.1, 0.0], [0.0, 0.1, 0.0], [0.1, 0.0, 0.0], [-0.1, 0.0, 0.1], [0.0, 0.3, 0.0], [0.1, 0.1, 0.0], [0.0, -0.1, 0.0], [0.0, 0.0, -0.2], [0.1, 0.4, -0.2], [-0.1, -0.5, -0.1], [-0.2, -0.9, -0.2], [-0.6, 0.6, 0.3], [0.1, 0.4, 0.2], [-0.1, -0.5, 0.0], [0.0, -0.2, -0.1], [0.0, 0.0, 0.2]], "charge": 0, "e_lumo_ev": [-1.15, -0.92], "molar_mass_g_mol": 907.76, "spin_multiplicity": 1, "e_tot_ha": -7583.25766, "homo_energy_ev": [-7.53, -7.43]}